{"formula": "C37H83N4O3", "method": "the ωB97M-V functional and the def2-TZVPD basis", "symbols": ["C", "C", "C", "N", "C", "C", "C", "C", "C", "C", "H", "H", "H", "H", "H", "H", "H", "H", "H", "H", "H", "H", "H", "H", "H", "H", "H", "H", "H", "H", "C", "C", "C", "N", "C", "C", "C", "C", "C", "C", "H", "H", "H", "H", "H", "H", "H", "H", "H", "H", "H", "H", "H", "H", "H", "H", "H", "H", "H", "H", "C", "C", "C", "N", "C", "C", "C", "C", "C", "C", "H", "H", "H", "H", "H", "H", "H", "H", "H", "H", "H", "H", "H", "H", "H", "H", "H", "H", "H", "H", "C", "C", "N", "C", "C", "C", "C", "C", "O", "C", "H", "H", "H", "H", "H", "H", "H", "H", "H", "H", "H", "H", "H", "H", "H", "H", "H", "H", "H", "H", "C", "C", "O", "O", "H", "H", "H"], "positions_angstrom": [[3.9712, -26.8129, 4.3986], [3.5894, -25.5957, 5.2390], [2.0295, -25.3481, 5.2278], [1.4543, -24.1043, 5.9567], [2.2277, -22.8153, 5.7728], [1.6663, -21.7081, 6.5374], [1.5924, -22.0352, 8.0179], [0.8613, -23.3253, 8.3510], [1.4338, -24.3818, 7.4557], [0.1028, -23.9396, 5.4241], [3.4671, -27.7467, 4.7749], [4.9876, -27.0153, 4.5100], [3.6446, -26.7862, 3.2867], [4.1124, -24.6469, 4.9283], [3.8013, -25.7676, 6.2873], [1.4422, -26.1525, 5.6474], [1.7244, -25.2061, 4.2182], [3.2955, -22.9568, 6.0920], [2.2434, -22.4364, 4.7412], [2.3524, -20.9022, 6.2330], [0.6737, -21.4120, 6.0486], [2.6409, -22.2176, 8.3577], [1.1321, -21.2001, 8.5368], [1.1323, -23.5621, 9.3941], [-0.2313, -23.2968, 8.2029], [2.5014, -24.5281, 7.8056], [0.8861, -25.3137, 7.6608], [-0.4129, -24.8648, 5.6735], [0.0747, -23.7197, 4.4084], [-0.3290, -23.1469, 5.9747], [0.3656, -16.8372, 6.1251], [-0.9899, -17.4244, 5.6339], [-0.8893, -17.7456, 4.1712], [-2.0891, -18.2770, 3.3886], [-1.6083, -18.5510, 2.0343], [-2.4583, -19.4546, 1.1611], [-2.9060, -20.7235, 1.8783], [-3.5328, -20.2855, 3.2112], [-2.4718, -19.6137, 4.0633], [-3.2549, -17.3578, 3.3158], [1.1600, -17.3999, 5.7281], [0.4860, -16.8950, 7.1792], [0.3443, -15.8381, 5.7504], [-1.8882, -16.7385, 5.7403], [-1.1799, -18.3327, 6.1914], [-0.0825, -18.6208, 4.0568], [-0.3979, -16.9454, 3.5335], [-0.7180, -19.1368, 2.1844], [-1.3921, -17.6284, 1.5678], [-1.8250, -19.6782, 0.2917], [-3.3325, -18.9288, 0.7476], [-2.0390, -21.3895, 2.0541], [-3.6498, -21.2827, 1.2651], [-3.9532, -21.1961, 3.5959], [-4.4404, -19.6889, 2.9644], [-1.5976, -20.2178, 4.2283], [-2.9043, -19.2888, 4.9942], [-2.9680, -16.3749, 2.8862], [-3.7510, -17.2516, 4.2879], [-3.9623, -17.8144, 2.6348], [-7.2674, -24.8683, -6.6194], [-6.5302, -24.0260, -5.6428], [-7.4048, -23.4858, -4.5607], [-6.6125, -22.8132, -3.4287], [-5.4664, -21.9350, -3.8953], [-5.8801, -20.8208, -4.8286], [-6.8748, -19.8573, -4.1097], [-8.1172, -20.7319, -3.5514], [-7.5892, -21.8708, -2.6697], [-6.0596, -23.8452, -2.5547], [-6.5353, -25.2317, -7.3572], [-7.9498, -24.2717, -7.1937], [-7.9019, -25.7069, -6.2142], [-6.0074, -23.2206, -6.2079], [-5.7728, -24.6413, -5.1332], [-7.9597, -24.3069, -4.1060], [-8.1995, -22.8278, -4.9055], [-4.8687, -22.6412, -4.4979], [-4.9988, -21.5722, -2.9959], [-6.3857, -21.2746, -5.7074], [-5.0699, -20.2089, -5.2151], [-7.2659, -19.1116, -4.8333], [-6.3003, -19.4551, -3.3111], [-8.7418, -21.0022, -4.4441], [-8.6618, -20.0580, -2.8880], [-8.5143, -22.4029, -2.2567], [-6.9598, -21.5017, -1.8330], [-6.9224, -24.2070, -1.9046], [-5.3626, -23.3605, -1.8510], [-5.5890, -24.6697, -3.0955], [6.7615, -22.1963, 2.9817], [5.5753, -22.8054, 2.1639], [5.7430, -22.8170, 0.6681], [4.4032, -23.1680, 0.1394], [6.0909, -21.4309, 0.1742], [5.0736, -20.3354, 0.5173], [6.9053, -23.7353, 0.3693], [7.1697, -23.9745, -1.1226], [7.5527, -22.8701, -1.8514], [8.2891, -23.1525, -3.0269], [6.6220, -22.5625, 3.9749], [6.7525, -21.1186, 3.0329], [7.8313, -22.4532, 2.6376], [4.6900, -22.2445, 2.4985], [5.3631, -23.8678, 2.5329], [4.4232, -24.2501, 0.0171], [4.3667, -22.6691, -0.8434], [3.6234, -22.8554, 0.7376], [6.1527, -21.5518, -0.9522], [7.0469, -21.1105, 0.6199], [4.0632, -20.4792, 0.0408], [5.4659, -19.3954, 0.1686], [4.9565, -20.2570, 1.5839], [6.7893, -24.7590, 0.7915], [7.7588, -23.2831, 0.8488], [6.3743, -24.4354, -1.7222], [7.9839, -24.7533, -1.0780], [8.6195, -22.2019, -3.4723], [7.5824, -23.5266, -3.7777], [9.1411, -23.7780, -2.8817], [1.0552, -21.2321, 0.7009], [1.3061, -21.5316, 2.1503], [2.2557, -22.3254, 2.3992], [0.6275, -20.9219, 3.0286], [1.7654, -20.4651, 0.4371], [0.0620, -20.8699, 0.4817], [1.2555, -22.0681, 0.1024]], "charge": 3, "e_homo_ev": -14.309}